No. 1
{"formula": "C27H37CuN4S3", "method": "wB97M-V/def2-TZVPD", "e_tot_ha": -4105.2407, "spin_multiplicity": 2, "orbital_gap_ev": [6.8805, 6.6335], "de_lowest_kj_mol": 37.9, "charge": -1, "symbols": ["Cu", "C", "C", "C", "C", "C", "C", "C", "C", "C", "C", "C", "C", "N", "C", "C", "C", "C", "C", "N", "C", "C", "C", "C", "H", "H", "H", "H", "H", "H", "H", "H", "H", "H", "H", "H", "H", "H", "H", "H", "H", "H", "H", "H", "H", "H", "H", "H", "H", "H", "H", "H", "H", "S", "C", "S", "S", "C", "C", "C", "C", "N", "N", "C", "H", "H", "H", "H", "H", "H", "H", "H"], "positions_angstrom": [[1.545, 0.023, 0.320], [0.367, -3.212, 4.010], [-0.703, -2.384, 3.294], [-1.956, -2.235, 4.155], [-1.009, -2.984, 1.928], [-1.490, -4.291, 1.861], [-1.674, -4.926, 0.643], [-1.351, -4.253, -0.526], [-0.872, -2.948, -0.504], [-0.493, -2.261, -1.806], [0.716, -2.944, -2.449], [-1.669, -2.203, -2.785], [-0.741, -2.305, 0.729], [-0.265, -0.967, 0.754], [-1.064, -0.050, 1.199], [-0.669, 1.307, 1.349], [-1.433, 2.398, 1.779], [-0.575, 3.493, 1.738], [0.676, 3.002, 1.285], [0.624, 1.692, 1.049], [1.938, 3.822, 1.116], [1.633, 5.086, 0.302], [3.023, 3.023, 0.400], [2.444, 4.230, 2.508], [0.645, -2.743, 4.958], [1.267, -3.299, 3.397], [0.006, -4.221, 4.228], [-0.282, -1.393, 3.144], [-2.424, -3.207, 4.338], [-2.701, -1.595, 3.676], [-1.707, -1.797, 5.125], [-1.701, -4.826, 2.782], [-2.045, -5.944, 0.606], [-1.462, -4.754, -1.482], [-0.205, -1.236, -1.572], [0.486, -3.989, -2.685], [1.584, -2.917, -1.788], [0.998, -2.437, -3.377], [-1.911, -3.196, -3.179], [-1.426, -1.557, -3.634], [-2.572, -1.809, -2.309], [-2.092, -0.309, 1.483], [-2.471, 2.377, 2.083], [-0.806, 4.513, 2.007], [1.227, 4.826, -0.680], [2.552, 5.663, 0.154], [0.906, 5.731, 0.803], [2.698, 2.695, -0.591], [3.310, 2.125, 0.951], [3.913, 3.651, 0.281], [1.685, 4.793, 3.057], [3.340, 4.854, 2.419], [2.701, 3.345, 3.095], [5.742, -1.389, -0.431], [4.174, -0.934, -0.167], [3.072, -0.273, -1.341], [3.342, -0.949, 1.366], [-3.561, 0.751, -3.469], [-2.127, 1.079, -3.205], [-1.118, 1.546, -4.016], [0.031, 1.608, -3.187], [-0.252, 1.205, -1.957], [-1.562, 0.898, -1.997], [1.417, 2.061, -3.536], [-3.968, 1.407, -4.238], [-4.168, 0.874, -2.571], [-3.679, -0.281, -3.808], [-1.194, 1.809, -5.060], [-2.001, 0.584, -1.147], [1.500, 2.258, -4.606], [2.162, 1.311, -3.268], [1.676, 2.976, -3.000]]}


No. 2
{"formula": "C27H37NO9P", "method": "wB97M-V/def2-TZVPD", "e_tot_ha": -2124.4064, "smiles": "CCOC(=O)[C@H]([C@H](C1=C([O-])OC(C)(C)OC1=O)c1cc2c3c(c1)CCCN3CCC2)P(=O)(OCC)OCC", "orbital_gap_ev": 5.6686, "de_lowest_kj_mol": 92.5, "charge": -1, "symbols": ["C", "C", "O", "C", "O", "C", "C", "C", "C", "O", "O", "C", "C", "C", "O", "C", "O", "C", "C", "C", "C", "C", "C", "C", "C", "C", "N", "C", "C", "C", "P", "O", "O", "C", "C", "O", "C", "C", "H", "H", "H", "H", "H", "H", "H", "H", "H", "H", "H", "H", "H", "H", "H", "H", "H", "H", "H", "H", "H", "H", "H", "H", "H", "H", "H", "H", "H", "H", "H", "H", "H", "H", "H", "H", "H"], "positions_angstrom": [[3.416, 4.103, -0.391], [3.142, 3.075, 0.684], [2.371, 1.903, 0.208], [1.131, 2.150, -0.300], [0.511, 3.172, -0.110], [0.618, 0.990, -1.181], [0.294, -0.359, -0.312], [0.072, -1.740, -0.659], [-0.467, -2.842, 0.234], [-0.374, -3.119, 1.374], [-1.098, -3.852, -0.547], [-1.123, -3.729, -1.972], [-2.203, -2.797, -2.459], [-1.400, -5.138, -2.527], [0.200, -3.317, -2.428], [0.876, -2.415, -1.658], [2.111, -2.350, -1.759], [-0.399, -0.029, 1.004], [-1.721, -0.503, 1.230], [-2.374, -0.477, 2.467], [-1.691, 0.133, 3.557], [-0.387, 0.678, 3.324], [0.215, 0.557, 2.095], [0.376, 1.364, 4.423], [-0.065, 0.928, 5.815], [-1.587, 0.890, 5.905], [-2.189, 0.110, 4.834], [-3.544, -0.305, 5.089], [-3.961, -1.457, 4.193], [-3.718, -1.108, 2.729], [1.560, 1.295, -2.776], [2.629, 2.343, -2.787], [2.079, -0.101, -3.294], [3.503, -0.392, -3.281], [3.721, -1.576, -4.173], [0.391, 1.684, -3.799], [0.468, 2.916, -4.530], [-0.192, 2.775, -5.871], [4.331, 4.655, -0.132], [3.526, 3.632, -1.380], [2.605, 4.845, -0.396], [2.606, 3.536, 1.526], [4.076, 2.641, 1.057], [-0.386, 1.328, -1.569], [1.460, -0.418, -0.272], [-2.036, -1.775, -2.120], [-2.239, -2.838, -3.553], [-3.172, -3.159, -2.101], [-0.605, -5.823, -2.208], [-2.360, -5.487, -2.122], [-1.452, -5.119, -3.624], [-2.325, -0.784, 0.358], [1.219, 1.030, 1.981], [0.290, 2.466, 4.345], [1.443, 1.120, 4.303], [0.303, 1.615, 6.582], [0.329, -0.076, 6.034], [-1.986, 1.923, 5.857], [-1.929, 0.423, 6.844], [-3.588, -0.577, 6.151], [-4.230, 0.548, 4.941], [-3.380, -2.343, 4.462], [-5.012, -1.677, 4.388], [-4.542, -0.471, 2.379], [-3.777, -2.015, 2.133], [3.706, -0.636, -2.237], [4.101, 0.474, -3.598], [4.782, -1.826, -4.181], [3.171, -2.423, -3.759], [3.387, -1.376, -5.197], [0.009, 3.684, -3.908], [1.517, 3.182, -4.683], [-0.112, 3.721, -6.401], [0.332, 2.014, -6.455], [-1.251, 2.525, -5.794]]}


No. 3
{"formula": "C27H38BBr2N3O5PS3Tm", "method": "wB97M-V/def2-TZVPD", "e_tot_ha": -9385.5514, "spin_multiplicity": 3, "orbital_gap_ev": [3.2764, 3.3390], "charge": 2, "symbols": ["C", "C", "N", "B", "S", "O", "C", "C", "C", "C", "S", "C", "S", "N", "C", "C", "C", "C", "C", "C", "C", "C", "C", "C", "C", "C", "C", "Br", "C", "C", "Br", "C", "C", "C", "C", "C", "N", "P", "O", "O", "O", "O", "H", "H", "H", "H", "H", "H", "H", "H", "H", "H", "H", "H", "H", "H", "H", "H", "H", "H", "H", "H", "H", "H", "H", "H", "H", "H", "H", "H", "H", "H", "H", "H", "H", "H", "H", "H", "H", "H", "Tm"], "positions_angstrom": [[-4.750, 2.004, -1.693], [-3.216, 1.860, -1.370], [-2.839, 2.395, -0.080], [-3.183, 1.484, 1.162], [-4.784, 2.270, 1.832], [-3.332, 0.081, 0.965], [-2.253, -0.686, 1.422], [-1.244, -1.014, 0.292], [-0.345, 0.164, -0.192], [1.011, -0.464, -0.677], [1.886, 0.589, -1.864], [1.306, 0.124, -3.499], [-0.278, 0.158, -3.866], [2.210, -0.315, -4.541], [3.141, 0.759, -4.859], [4.169, 1.212, -4.036], [5.010, 2.264, -4.357], [4.799, 2.912, -5.573], [3.796, 2.471, -6.423], [2.963, 1.411, -6.076], [2.856, -1.544, -4.141], [4.175, -1.868, -4.431], [4.787, -3.042, -4.008], [4.041, -3.941, -3.266], [2.710, -3.684, -2.984], [2.129, -2.494, -3.419], [-2.625, -2.132, 1.962], [-1.892, -2.905, 3.615], [-3.442, -2.957, 1.287], [-3.759, -4.380, 1.772], [-4.273, -2.489, -0.363], [-1.716, 0.315, 2.573], [-0.252, 0.149, 3.064], [0.340, 1.558, 3.368], [1.738, 1.467, 4.046], [1.604, 0.916, 5.484], [2.884, 1.064, 6.214], [-2.828, 0.487, 4.109], [-2.176, -0.145, 5.370], [-4.348, -0.154, 3.851], [-2.901, 2.041, 4.440], [-1.946, 1.555, 1.981], [-5.192, 2.867, -1.181], [-4.836, 2.096, -2.781], [-5.221, 1.064, -1.366], [-2.690, 2.477, -2.129], [-2.863, 0.835, -1.514], [-3.316, 3.287, 0.091], [-4.529, 3.588, 2.053], [-0.559, -1.797, 0.673], [-1.718, -1.455, -0.595], [-0.765, 0.623, -1.098], [-0.114, 0.912, 0.572], [0.828, -1.483, -1.053], [1.662, -0.562, 0.208], [4.319, 0.701, -3.079], [5.791, 2.567, -3.662], [5.423, 3.763, -5.850], [3.632, 2.975, -7.377], [2.179, 1.121, -6.777], [4.786, -1.155, -4.990], [5.836, -3.198, -4.259], [4.484, -4.871, -2.905], [2.110, -4.383, -2.400], [1.075, -2.360, -3.165], [-4.175, -4.931, 0.915], [-2.839, -4.921, 2.033], [-4.505, -4.384, 2.577], [-0.155, -0.530, 3.919], [0.396, -0.266, 2.274], [0.465, 2.122, 2.433], [-0.315, 2.145, 4.032], [2.433, 0.883, 3.424], [2.106, 2.502, 4.123], [0.830, 1.510, 5.993], [1.336, -0.163, 5.472], [2.658, 1.006, 7.205], [3.476, 0.254, 6.041], [-4.244, -1.124, 3.962], [-3.843, 2.233, 4.626], [-3.118, -1.446, 6.463]]}